[1]
Computed, not measured: 5 unconnected molecules or ions with the total composition C53H112N9O3 at a distorted geometry, with ωB97M-V/def2-TZVPD.

Each line ends with the Löwdin charge.
Atoms and positions in Å:
C1 -3.96001 0.44350 2.55223  -0.132
N1 -3.22947 -0.65045 1.74916  -0.099
C2 -2.45876 -0.00072 0.57836  -0.129
C3 -2.60728 -0.89889 -0.82789  -0.228
N2 -4.04542 -1.29180 -0.76796  -0.060
C4 -5.04516 -0.18305 -0.89758  -0.075
C5 -4.48099 -2.34202 -1.75288  -0.262
C6 -4.97382 -2.01856 -3.31794  -0.021
O1 -4.54799 -3.65171 -1.39493  -0.006
C7 -1.48378 -2.13046 -0.61966  -0.113
N3 -0.87449 -2.34955 0.72842  -0.106
C8 0.50588 -1.84373 0.94123  -0.107
C9 -1.05261 -3.79835 1.22213  -0.250
C10 0.16077 -4.93861 1.12997  -0.037
O2 -2.23390 -4.20962 1.74511  -0.023
C11 -0.60911 -2.14219 -1.99998  -0.198
O3 0.56528 -2.98157 -2.18402  -0.169
C12 0.20572 -4.42595 -2.28780  -0.131
C13 0.10479 -4.81694 -3.89110  -0.270
C14 -1.48931 -4.95609 -4.34470  -0.085
C15 0.83758 -3.68417 -4.82585  -0.140
C16 0.57198 -4.15135 -6.41006  -0.377
C17 1.98340 -3.97187 -7.26199  -0.123
C18 -0.56634 -3.20239 -7.15913  -0.117
C19 -0.58924 -0.55209 -2.51835  -0.128
C20 0.67763 0.14727 -1.77557  -0.121
C21 1.29052 1.48825 -2.47207  -0.154
C22 2.45001 2.31761 -1.59696  -0.013
C23 3.13853 3.72527 -2.12392  -0.021
C24 2.65950 4.34166 -3.57594  -0.175
C25 3.25253 5.78250 -4.18065  -0.113
C26 1.54167 3.54912 -4.53508  -0.014
C27 0.89539 2.13297 -3.92338  -0.040
N4 -2.02791 -0.20313 -2.06973  -0.006
C28 -2.35787 1.23821 -2.35774  -0.103
C29 -3.09824 1.47387 -3.84055  -0.238
N5 -2.37479 0.81852 -4.99135  -0.037
H1 -3.99201 0.04574 3.67575  0.088
H2 -3.37112 1.45816 2.58312  0.093
H3 -5.07575 0.58090 2.22651  0.085
H4 -2.55669 -1.10313 2.41376  0.095
H5 -2.97942 1.06976 0.47314  0.110
H6 -1.34165 0.23958 0.84658  0.114
H7 -5.10574 0.57424 -0.00972  0.097
H8 -6.12043 -0.70220 -0.94378  0.141
H9 -4.98072 0.43671 -1.91234  0.080
H10 -4.73020 -0.90282 -3.61649  0.046
H11 -4.45205 -2.74359 -4.09585  0.102
H12 -6.13529 -2.17032 -3.35702  0.111
H13 -2.06177 -3.17145 -0.74291  0.149
H14 1.30376 -2.06895 0.12125  0.092
H15 0.91769 -2.36130 1.93671  0.124
H16 0.60047 -0.67545 1.17009  0.099
H17 1.03855 -4.56139 0.42130  0.074
H18 -0.26785 -5.98048 0.75764  0.113
H19 0.65363 -5.01038 2.21149  0.107
H20 -1.37947 -2.61286 -2.78308  0.149
H21 1.05478 -5.13080 -1.83119  0.140
H22 -0.76984 -4.67247 -1.69072  0.124
H23 0.62891 -5.85280 -4.13800  0.131
H24 -1.57883 -5.59578 -5.32111  0.086
H25 -2.12974 -5.34948 -3.44097  0.090
H26 -1.88999 -3.86475 -4.58494  0.063
H27 2.01877 -3.64473 -4.68141  0.133
H28 0.35587 -2.60568 -4.75379  0.103
H29 0.25884 -5.27565 -6.50147  0.119
H30 2.40647 -2.90060 -6.94829  0.097
H31 1.74029 -4.05222 -8.40654  0.086
H32 2.69772 -4.83871 -6.88083  0.092
H33 -0.04900 -2.46842 -7.92564  0.084
H34 -1.16390 -2.52469 -6.38759  0.053
H35 -1.37566 -3.86060 -7.70140  0.085
H36 -0.43055 -0.60939 -3.69881  0.169
H37 1.57960 -0.62952 -1.68221  0.148
H38 0.33300 0.44231 -0.68410  0.108
H39 2.78467 1.89122 -0.55902  0.086
H40 3.95841 4.24591 -1.43003  0.090
H41 3.71777 5.60118 -5.23935  0.087
H42 4.02360 6.16917 -3.37682  0.078
H43 2.30503 6.50512 -4.20158  0.094
H44 1.18920 3.99012 -5.58637  0.101
H45 0.11208 1.60073 -4.60955  0.054
H46 -2.55691 -0.69693 -2.85135  0.152
H47 -3.13371 1.72466 -1.59040  0.139
H48 -1.43944 1.97411 -2.36483  0.139
H49 -4.25334 1.25105 -3.79951  0.103
H50 -3.01172 2.65074 -4.02199  0.147
H51 -2.63127 1.33852 -5.88388  0.108
H52 -2.86801 -0.11675 -5.11569  0.074
C30 2.13632 -8.41264 -3.43070  -0.098
C31 1.11015 -9.07266 -4.34718  -0.271
N6 1.67029 -9.61633 -5.59015  -0.190
C32 0.64308 -10.01737 -6.55643  -0.252
C33 -0.27965 -11.17023 -6.16739  -0.091
C34 2.78032 -10.55927 -5.43777  -0.249
C35 2.52603 -11.82332 -4.62330  -0.089
H53 2.66844 -7.60576 -3.94499  0.074
H54 1.63026 -7.97992 -2.56109  0.064
H55 2.86991 -9.13075 -3.05276  0.068
H56 0.37444 -8.29872 -4.60540  0.103
H57 0.57247 -9.83660 -3.77907  0.097
H58 1.12135 -10.25699 -7.51656  0.114
H59 0.01671 -9.14115 -6.76981  0.104
H60 0.22451 -12.13543 -6.26010  0.058
H61 -1.13796 -11.19960 -6.84872  0.074
H62 -0.67114 -11.07274 -5.15533  0.066
H63 3.62640 -10.02807 -4.98398  0.101
H64 3.15232 -10.84995 -6.42961  0.117
H65 1.95403 -11.63164 -3.71125  0.069
H66 3.48199 -12.26474 -4.31858  0.075
H67 2.00213 -12.58200 -5.21077  0.057
C36 5.63644 8.16878 3.96260  -0.086
C37 4.61027 7.50877 3.04612  -0.267
N7 5.17040 6.96509 1.80315  -0.185
C38 4.14319 6.56405 0.83687  -0.251
C39 3.22047 5.41119 1.22591  -0.103
C40 6.28044 6.02216 1.95553  -0.248
C41 6.02615 4.75810 2.77000  -0.091
H68 6.16856 8.97567 3.44831  0.083
H69 5.13038 8.60151 4.83221  0.069
H70 6.37003 7.45068 4.34053  0.066
H71 3.87456 8.28271 2.78790  0.106
H72 4.07259 6.74483 3.61423  0.094
H73 4.62147 6.32444 -0.12326  0.099
H74 3.51683 7.44028 0.62349  0.111
H75 3.72463 4.44600 1.13320  0.044
H76 2.36215 5.38183 0.54458  0.067
H77 2.82898 5.50869 2.23797  0.066
H78 7.12652 6.55336 2.40932  0.104
H79 6.65243 5.73148 0.96369  0.115
H80 5.45415 4.94978 3.68205  0.070
H81 6.98211 4.31669 3.07472  0.075
H82 5.50225 3.99943 2.18253  0.052
C42 -0.67945 7.98950 6.11934  -0.094
C43 0.39591 8.65582 5.26600  -0.272
N8 -0.03080 9.90285 4.62014  -0.190
C44 0.92402 10.38741 3.61853  -0.250
C45 2.30538 10.81476 4.10953  -0.095
C46 -0.57620 10.93311 5.50651  -0.250
C47 0.32056 11.44605 6.62837  -0.090
H83 -1.57880 7.77744 5.53205  0.078
H84 -0.30290 7.03873 6.51155  0.072
H85 -0.95973 8.60484 6.97926  0.065
H86 0.66983 7.93417 4.48426  0.113
H87 1.28859 8.80437 5.87961  0.094
H88 0.47418 11.22122 3.06138  0.113
H89 1.06194 9.59617 2.86984  0.103
H90 2.27302 11.79406 4.59358  0.058
H91 2.98525 10.91119 3.25497  0.072
H92 2.74835 10.09572 4.79785  0.057
H93 -1.49860 10.54800 5.95906  0.101
H94 -0.91361 11.78989 4.90760  0.116
H95 0.86805 10.64507 7.13279  0.069
H96 -0.28929 11.94885 7.38787  0.075
H97 1.03976 12.18400 6.26315  0.056
C48 -2.52193 -1.95782 9.69756  -0.092
C49 -3.55772 -2.23818 8.61260  -0.267
N9 -3.56269 -1.26405 7.51472  -0.188
C50 -4.71715 -1.40924 6.62263  -0.253
C51 -4.82776 -2.70161 5.81676  -0.089
C52 -2.28102 -1.04760 6.84020  -0.252
C53 -1.61180 -2.25492 6.19181  -0.090
H98 -2.65729 -0.96062 10.12881  0.080
H99 -2.62634 -2.68982 10.50556  0.075
H100 -1.49907 -2.03953 9.31842  0.063
H101 -4.54083 -2.21664 9.10245  0.120
H102 -3.41446 -3.25827 8.24605  0.095
H103 -4.74969 -0.55723 5.92908  0.095
H104 -5.62835 -1.30954 7.22713  0.111
H105 -4.13707 -2.70573 4.96981  0.050
H106 -5.83687 -2.78749 5.39712  0.075
H107 -4.65014 -3.59072 6.42088  0.068
H108 -1.57697 -0.61764 7.56365  0.102
H109 -2.39462 -0.26050 6.08244  0.106
H110 -1.66003 -3.15173 6.81562  0.072
H111 -0.55136 -2.03950 6.01680  0.070
H112 -2.05145 -2.48364 5.21734  0.046

The HOMO-LUMO gap is 6.608 eV. The LUMO energy is -2.68 eV. Its net charge is +1. The HOMO energy is -0.341 Ha. The spin multiplicity is 1. For the molecular weight, the calculation gives 923.54 g mol⁻¹.

[2]
Computed, not measured: 2 unconnected molecules or ions with the total composition H3N3O at a distorted geometry, with ωB97M-V/def2-TZVPD.

Each line ends with the natural charge from an NBO analysis.
Atoms and positions in Å:
N1 1.47206 0.36551 0.14457  -0.655
N2 -1.20345 -1.25231 0.28948  -0.434
N3 -1.08657 -0.11882 -0.10083  0.386
O1 -1.60858 0.72065 -0.66624  -0.268
H1 1.55041 0.46978 -0.86128  0.296
H2 1.25326 1.32883 0.37631  0.298
H3 -0.37712 -1.51365 0.81799  0.377

The HOMO-LUMO gap (alpha / beta) is 11.028 / 8.031 eV. As for the energy above the lowest of the compared OMol25 structures with the same formula, charge and spin: 101.4 kcal/mol. The LUMO energy (alpha / beta) is -0.22 / -0.78 eV. The HOMO energy (alpha / beta) is -0.414 / -0.324 Ha. The spin multiplicity is 1. For the molecular weight, the calculation gives 61.04 g mol⁻¹.

[3]
Computed, not measured: a molecular structure, C22H14I2N2OPPbSSe2, with ωB97M-V/def2-TZVPD.

Each line ends with the natural charge from an NBO analysis.
Atoms and positions in Å:
Pb1 0.78999 0.02110 -0.69609  1.216
Se1 -1.72556 -0.91932 0.41112  -0.602
P1 -3.38884 0.51925 0.10336  1.007
Se2 -3.14110 2.61846 -0.00477  -0.537
C1 -4.33971 -0.04794 -1.35282  -0.406
C2 -5.53297 0.61296 -1.63558  -0.127
C3 -6.30897 0.20850 -2.70871  -0.236
C4 -5.89596 -0.84775 -3.51146  -0.207
C5 -4.69933 -1.49215 -3.24256  -0.216
C6 -3.92263 -1.09508 -2.16143  -0.199
C7 -4.48827 0.05232 1.48917  -0.397
C8 -5.19904 -1.14448 1.44357  -0.136
C9 -5.98151 -1.52528 2.52199  -0.236
C10 -6.05075 -0.71600 3.64838  -0.211
C11 -5.35460 0.48270 3.68790  -0.215
C12 -4.57430 0.86989 2.60747  -0.194
H1 -5.84350 1.44766 -1.01936  0.225
H2 -7.23804 0.72295 -2.92114  0.208
H3 -6.51061 -1.16072 -4.34658  0.206
H4 -4.36628 -2.30851 -3.87142  0.209
H5 -2.99297 -1.60053 -1.93252  0.241
H6 -5.13351 -1.77076 0.56242  0.215
H7 -6.54354 -2.45022 2.48518  0.207
H8 -6.64894 -1.02236 4.49811  0.205
H9 -5.42915 1.12199 4.55905  0.208
H10 -4.04105 1.81312 2.61781  0.242
I1 0.65069 4.76117 -3.45724  0.121
C13 0.51941 4.49800 -1.38083  -0.243
C14 0.30368 5.59152 -0.54602  -0.222
C15 0.22460 5.42127 0.81145  -0.207
I2 -0.03721 7.13885 2.01128  0.088
C16 0.28800 4.13610 1.38610  -0.031
C17 0.10329 3.84114 2.75063  -0.145
C18 0.07159 2.54255 3.17845  -0.258
C19 0.25096 1.51549 2.24713  0.081
N1 0.46988 1.76022 0.97680  -0.486
C20 0.48686 3.02904 0.51774  0.098
C21 0.65239 3.18927 -0.90836  0.353
O1 0.88658 2.18417 -1.67070  -0.776
H11 0.19326 6.57550 -0.98058  0.231
H12 -0.03845 4.65091 3.45425  0.224
H13 -0.09371 2.30008 4.21885  0.221
H14 0.21701 0.47630 2.55130  0.216
S1 2.75428 -0.52569 1.12122  -0.350
C22 3.90742 -1.08501 0.05655  0.053
N2 4.71358 -1.47949 -0.67693  -0.437

The HOMO-LUMO gap is 7.188 eV. As for the energy above the lowest of the compared OMol25 structures with the same formula, charge and spin: 0.0 kcal/mol. The LUMO energy is 2.04 eV. Its net charge is -1. The HOMO energy is -0.189 Ha. The spin multiplicity is 1. For the molecular weight, the calculation gives 1004.34 g mol⁻¹.

[4]
Computed, not measured: 2 unconnected molecules or ions with the total composition CCl2F3N at a distorted geometry, with ωB97M-V/def2-TZVPD.

Each line ends with the natural charge from an NBO analysis.
Atoms and positions in Å:
C1 0.95488 0.13460 -0.29687  0.262
N1 -1.48614 0.16404 -0.14500  0.387
F1 1.35701 0.06864 -1.53884  -0.291
F2 -1.44428 -1.16972 -0.40066  -0.229
F3 -1.82472 0.15908 1.21146  -0.243
Cl1 1.27862 -1.09144 0.78438  0.101
Cl2 1.16462 1.73480 0.38553  0.012

The HOMO-LUMO gap (alpha / beta) is 10.221 / 8.182 eV. As for the energy above the lowest of the compared OMol25 structures with the same formula, charge and spin: 48.1 kcal/mol. The LUMO energy (alpha / beta) is -0.65 / -0.89 eV. The HOMO energy (alpha / beta) is -0.400 / -0.333 Ha. The spin multiplicity is 1. For the molecular weight, the calculation gives 153.92 g mol⁻¹.